(1)
Computed, not measured: a single C3H6NOS molecule, with ωB97M-V/def2-TZVPD.

Positions of all 12 atoms, in Å:
O 2.3535 1.1661 -1.4087
C 1.2554 1.5266 -0.8938
N 0.2644 0.6582 -0.5006
C -0.0208 -0.7107 -0.8896
C -0.7669 -1.5057 0.3114
S -1.4407 -0.4476 1.6412
H 1.1109 2.6514 -0.5350
H -0.4842 0.8308 0.3000
H -0.4475 -0.6487 -1.9060
H 0.9825 -1.2590 -0.8968
H -1.6188 -2.0976 -0.2080
H 0.0234 -2.1133 0.5915

Results
Calculated total energy, a.u.: -646.0003
Expectation value of S²: 0.75
Spin multiplicity: 2
Energy relative to the best compared isomer or geometry (same formula, charge and spin), eV: 1.761
Gap between HOMO and LUMO (alpha / beta), eV: 10.22 / 6.68

(2)
Computed, not measured: a molecular structure, C29H33BIrN9O3Si, with ωB97M-V/def2-TZVPD.

Positions of all 77 atoms, in Å:
Ir 0.9465 0.3364 0.6956
C -0.3772 3.4896 3.5012
C 0.5972 2.7192 2.8683
N 0.0256 1.8778 2.0178
N -1.3102 2.0710 2.0798
C -1.5687 3.0453 2.9691
B -2.1719 1.1621 1.1813
N -1.8209 -0.2671 1.6404
C -2.5627 -1.0900 2.3947
C -1.7834 -2.1669 2.7715
C -0.5331 -1.9206 2.2130
N -0.5789 -0.7803 1.5327
N -1.7055 1.4239 -0.2641
C -2.4124 1.8656 -1.3156
C -1.5357 2.1359 -2.3486
C -0.2775 1.8337 -1.8314
N -0.3971 1.4169 -0.5725
N -3.6825 1.2993 1.2372
C -4.5710 2.0495 1.9504
C -5.8323 1.6434 1.6184
C -5.6308 0.6126 0.6736
N -4.3453 0.4101 0.4473
H -0.2310 4.2579 4.2406
H 1.6707 2.7492 2.9819
H -2.5679 3.3848 3.1714
H -3.5979 -0.8793 2.6148
H -2.0702 -3.0105 3.3785
H 0.3770 -2.4883 2.2865
H -3.4859 1.9518 -1.2799
H -1.7705 2.4985 -3.3359
H 0.6966 1.9148 -2.2913
H -4.2705 2.8135 2.6464
H -6.7688 2.0283 1.9911
H -6.3707 0.0136 0.1610
C 3.8373 2.2231 -2.4014
Si 3.5967 1.2007 -0.8557
C 5.0336 0.1222 -0.3618
C 3.1296 2.3743 0.5200
N 2.1713 0.1013 -1.0724
C 2.0779 -0.8205 -2.0366
C 3.1630 -0.9972 -2.9683
C 3.1408 -1.9299 -3.9502
C 2.0076 -2.7531 -4.1179
C 0.9226 -2.6194 -3.2867
C 0.9343 -1.6954 -2.2410
O -0.0674 -1.6046 -1.3853
C -1.2487 -2.3206 -1.6629
C -1.4867 -3.5023 -0.9936
C -2.7165 -4.1278 -1.1505
C -3.6745 -3.5830 -1.9940
C -3.3911 -2.4218 -2.7010
C -2.1726 -1.7819 -2.5333
H 4.7253 2.8512 -2.2787
H 2.9835 2.8884 -2.5618
H 3.9737 1.6288 -3.3070
H 5.8634 0.7364 0.0012
H 5.4051 -0.4996 -1.1788
H 4.7088 -0.5342 0.4500
H 3.8740 3.1748 0.5987
H 3.1178 1.8532 1.4775
H 2.1544 2.8506 0.3515
H 4.0310 -0.3662 -2.8509
H 3.9929 -2.0453 -4.6076
H 1.9939 -3.5046 -4.8972
H 0.0570 -3.2526 -3.4203
H -0.7259 -3.9220 -0.3452
H -2.9139 -5.0481 -0.6134
H -4.6368 -4.0654 -2.1109
H -4.1230 -1.9987 -3.3772
H -1.9440 -0.8666 -3.0681
C 3.7196 -0.5794 3.9087
C 2.4190 -0.6516 3.1320
O 1.3961 -1.0388 3.6640
O 2.5308 -0.2362 1.8817
H 3.7339 -1.3616 4.6623
H 3.7488 0.3865 4.4162
H 4.5749 -0.6650 3.2405

Results
Calculated total energy, a.u.: -2262.0038
Net charge: +1
Expectation value of S²: 0.80
Spin multiplicity: 2
Energy relative to the best compared isomer or geometry (same formula, charge and spin), eV: 0.000
Gap between HOMO and LUMO (alpha / beta), eV: 7.24 / 6.50

(3)
Computed, not measured: a molecular structure, C40H63ClGeHgN4O4P3, with ωB97M-V/def2-TZVPD.

Positions of all 117 atoms, in Å:
Hg -0.0740 -0.9879 -0.5780
C 3.9350 -0.6164 -1.2150
C 3.3960 0.7920 -1.5102
C 4.2110 1.4857 -2.6098
P 1.5904 0.6920 -1.8670
C 1.0350 2.4959 -1.8794
N 1.1838 3.1517 -0.6130
Ge 0.1083 2.3021 1.0124
N -1.4666 3.5813 0.8531
C -2.6857 3.1924 0.1489
P -2.7761 1.4020 -0.3047
C -4.0459 1.4823 -1.6709
C -5.0946 2.5964 -1.6232
C -3.2723 1.5631 -2.9982
C -3.6860 0.6343 1.1278
C -2.8578 0.8483 2.4044
C -5.1386 1.0529 1.3346
C -1.1678 4.9134 0.7384
C -2.0560 5.8981 0.2646
C -1.6363 7.2111 0.0782
C -0.3239 7.5826 0.3355
C 0.5552 6.6249 0.8378
C 0.1287 5.3342 1.0752
N 0.9834 4.3039 1.6993
C 2.3147 4.3177 1.0784
C 3.4377 4.8723 1.6487
C 4.6052 5.0323 0.8922
C 4.5814 4.6809 -0.4507
C 3.4594 4.0800 -1.0204
C 2.3117 3.8115 -0.2501
C 0.9600 4.4034 3.1643
C 0.9676 5.5939 3.8619
C 0.9719 5.6072 5.2575
C 0.9722 4.3982 5.9378
C 0.9293 3.1900 5.2479
C 0.9034 3.1584 3.8357
N 0.8369 2.0483 3.0546
C 0.7622 0.7754 3.7307
P 1.1738 -0.6293 2.6476
C 2.8812 -0.3174 2.0770
C 3.6866 0.6313 2.9724
C 3.6308 -1.6290 1.8146
C 1.1196 -2.0902 3.7303
C 1.9340 -1.9419 5.0184
C -0.3540 -2.4222 4.0202
C 1.5353 0.1296 -3.6452
C 0.8892 -1.2614 -3.7216
C 0.8391 1.1096 -4.5901
H 4.9083 -0.5585 -0.7210
H 4.0658 -1.1777 -2.1460
H 3.2552 -1.1927 -0.5832
H 3.4422 1.3911 -0.5989
H 4.6188 0.7503 -3.3088
H 5.0499 2.0313 -2.1700
H 3.6219 2.2002 -3.1904
H -0.0319 2.4345 -2.1184
H 1.5294 3.0192 -2.7039
H -2.7347 3.7160 -0.8176
H -3.5869 3.4787 0.7103
H -4.5495 0.5125 -1.6273
H -4.6336 3.5757 -1.7894
H -5.6373 2.6335 -0.6766
H -5.8286 2.4409 -2.4236
H -2.7298 2.5163 -3.0625
H -3.9504 1.5016 -3.8576
H -2.5389 0.7555 -3.0766
H -3.6654 -0.4331 0.8935
H -2.7279 1.9151 2.6243
H -1.8640 0.4008 2.2920
H -3.3523 0.3775 3.2629
H -5.2292 2.1327 1.4934
H -5.5336 0.5549 2.2276
H -5.7714 0.7638 0.4919
H -3.0828 5.6359 0.0409
H -2.3435 7.9469 -0.2880
H 0.0157 8.5966 0.1604
H 1.5890 6.8883 1.0342
H 3.4045 5.2018 2.6802
H 5.4942 5.4577 1.3428
H 5.4495 4.8705 -1.0735
H 3.4667 3.8393 -2.0759
H 0.9653 6.5330 3.3306
H 0.9860 6.5493 5.7925
H 1.0026 4.3873 7.0235
H 0.9024 2.2656 5.8121
H -0.2186 0.5689 4.1893
H 1.5072 0.7155 4.5392
H 2.6905 0.1858 1.1246
H 3.9048 0.1795 3.9477
H 3.1623 1.5778 3.1319
H 4.6431 0.8558 2.4891
H 3.7766 -2.1944 2.7425
H 4.6176 -1.4146 1.3912
H 3.0937 -2.2707 1.1142
H 1.5256 -2.8891 3.1105
H 1.4871 -1.1979 5.6817
H 2.9689 -1.6458 4.8204
H 1.9577 -2.8951 5.5532
H -0.7774 -1.7308 4.7574
H -0.4380 -3.4393 4.4129
H -0.9504 -2.3608 3.1069
H 2.5758 0.0236 -3.9530
H -0.1830 -1.2065 -3.5073
H 1.3359 -1.9568 -3.0064
H 1.0085 -1.6800 -4.7274
H -0.2019 1.2785 -4.2894
H 0.8339 0.7005 -5.6063
H 1.3452 2.0786 -4.6246
O 2.1595 -4.3452 1.4085
Cl 1.1302 -3.9122 0.4501
O 0.9115 -4.9953 -0.5094
O 1.7751 -2.7808 -0.3449
O 0.2207 -0.8387 1.4918
C -1.7853 -2.1757 -1.0785
H -2.4061 -2.3015 -0.1931
H -1.4162 -3.1516 -1.3824
H -2.3796 -1.7417 -1.8807

Results
Calculated total energy, a.u.: -5796.4872
Net charge: -1
Gap between HOMO and LUMO, eV: 6.37

(4)
Computed, not measured: a single C11H15NOS molecule, with ωB97M-V/def2-TZVPD.

Positions of all 29 atoms, in Å:
C 0.4323 -1.7724 2.1440
C 2.0118 0.2952 -0.6546
C 1.3351 -1.0705 -0.7069
C 1.1847 1.2716 1.4955
C -1.5932 1.0775 0.4725
C 0.9765 1.2422 0.0117
C -0.2233 -0.9580 1.2983
C -0.1338 -0.8528 -0.2189
C -0.3543 0.6436 -0.3993
C -1.2324 -1.7531 -0.8799
C -0.6465 1.0021 -1.8712
N 0.8956 -2.4706 2.9792
O -1.7297 0.4536 3.0954
S -1.8392 -0.2033 1.7989
H 2.8798 0.2122 -0.0694
H 2.3471 0.6168 -1.5716
H 1.1978 -1.2262 -1.7083
H 1.9338 -1.8614 -0.2600
H 1.8766 0.6531 1.8707
H 0.4230 1.7345 2.0157
H -1.2556 2.0145 1.0843
H -2.6025 1.2551 0.1260
H 1.0632 2.2578 -0.2457
H -1.6767 -2.5765 -0.2458
H -0.9420 -2.1317 -1.8288
H -2.1025 -1.1738 -0.9960
H -1.4247 0.3163 -2.2627
H 0.2340 0.9666 -2.4775
H -1.0350 2.0376 -1.9957

Results
Calculated total energy, a.u.: -956.1487
Energy relative to the best compared isomer or geometry (same formula, charge and spin), eV: 5.944
Gap between HOMO and LUMO (alpha / beta), eV: 8.52 / 7.27

Question: Which of these has the lowest calculated total energy?
Answer: C40H63ClGeHgN4O4P3

Question: Which of these has the highest calculated total energy?
Answer: C3H6NOS